## one
Molecular formula: C2HO4
Method: DFT, the ωB97M-V functional and the def2-TZVPD basis

The geometry in XYZ format:
```
7
Properties=species:S:1:pos:R:3
C -0.142 -1.087 -0.174
C 0.170 0.492 0.155
O -0.624 -1.507 0.860
O 0.144 -1.447 -1.313
O 0.296 1.441 -0.781
O -0.759 1.469 0.205
H 0.916 0.640 1.049
```

## Properties
lowest unoccupied orbital energy	4.365	eV
molar mass	89.03	g mol⁻¹
frontier orbital gap	8.352	eV
net charge	-1

The molecule's Mulliken atomic charges, reported in e, are given here: atom 1 (C): 0.477, atom 2 (C): 0.328, atom 3 (O): -0.657, atom 4 (O): -0.671, atom 5 (O): -0.302, atom 6 (O): -0.319, atom 7 (H): 0.144

---

## two
Molecular formula: C2HO4
Method: DFT, the ωB97M-V functional and the def2-TZVPD basis

The geometry in XYZ format:
```
7
Properties=species:S:1:pos:R:3
C -0.599 0.814 1.058
C 0.195 -0.644 -0.448
O -0.827 1.820 0.486
O -0.619 0.176 2.057
O 0.177 -0.324 -1.813
O 1.352 -0.107 -1.057
H 0.321 -1.735 -0.283
```

## Properties
lowest unoccupied orbital energy	4.373	eV
molar mass	89.03	g mol⁻¹
frontier orbital gap	7.407	eV
net charge	-1

The molecule's Mulliken atomic charges, reported in e, are given here: atom 1 (C): 0.571, atom 2 (C): -0.182, atom 3 (O): -0.449, atom 4 (O): -0.481, atom 5 (O): -0.315, atom 6 (O): -0.298, atom 7 (H): 0.155

---

Energy ordering: one at the bottom, the next structure 23.6 kcal/mol above.

---

## one
Molecular formula: C4H3ClO2S
Method: DFT, the ωB97M-V functional and the def2-TZVPD basis

The geometry in XYZ format:
```
11
Properties=species:S:1:pos:R:3
C -1.066 -0.297 0.138
C -0.202 -1.407 0.320
C 1.056 -0.707 0.209
C 0.907 0.606 0.206
H -2.754 0.553 -0.160
H -0.643 -2.389 0.161
H 1.107 2.985 -0.470
O -2.435 -0.257 -0.206
O -0.354 0.820 -0.081
S 2.002 1.884 0.025
Cl 2.383 -1.791 -0.141
```

## Properties
lowest unoccupied orbital energy	0.357	eV
molar mass	150.59	g mol⁻¹
frontier orbital gap	8.384	eV

Results of the Mulliken charge analysis, in e, for atoms 1 through 8: atom 1 (C): 0.437, atom 2 (C): -0.657, atom 3 (C): 0.407, atom 4 (C): 0.247, atom 5 (H): 0.291, atom 6 (H): 0.364, atom 7 (H): 0.161, atom 8 (O): -0.451

---

## two
Molecular formula: C4H3ClO2S
Method: DFT, the ωB97M-V functional and the def2-TZVPD basis

The geometry in XYZ format:
```
11
Properties=species:S:1:pos:R:3
C 0.872 -1.062 0.096
C -0.457 -1.082 -0.030
C 0.033 1.411 -0.451
C 1.430 0.264 0.004
O -1.565 0.856 1.401
O -2.413 0.334 -0.887
S -1.302 0.402 0.038
Cl 2.994 0.683 -0.003
H 1.310 -2.058 -0.015
H -1.050 -2.058 -0.107
H 0.148 2.310 -0.047
```

## Properties
lowest unoccupied orbital energy (alpha / beta)	-1.779 / -1.523	eV
molar mass	150.59	g mol⁻¹
frontier orbital gap (alpha / beta)	7.024 / 8.523	eV

Results of the Mulliken charge analysis, in e, for atoms 1 through 8: atom 1 (C): -0.216, atom 2 (C): -0.307, atom 3 (C): -0.534, atom 4 (C): 0.235, atom 5 (O): -0.577, atom 6 (O): -0.599, atom 7 (S): 1.037, atom 8 (Cl): -0.122

---

Energy ordering: one at the bottom, the next structure 72.0 kcal/mol above.

---

## one
Molecular formula: C4H4NOS
Method: DFT, the ωB97M-V functional and the def2-TZVPD basis

The geometry in XYZ format:
```
11
Properties=species:S:1:pos:R:3
C 0.463 -2.253 -0.295
C 3.041 -0.056 -0.045
C 0.310 -0.149 0.998
C 0.523 -0.925 -0.224
N 0.277 -3.374 -0.594
O 3.828 -0.846 -0.503
S 2.885 1.410 0.510
H -0.645 -0.315 1.355
H 0.343 0.915 0.769
H 0.973 -0.348 1.835
H 0.558 -0.302 -1.102
```

## Properties
lowest unoccupied orbital energy	3.167	eV
molar mass	114.15	g mol⁻¹
frontier orbital gap	5.694	eV
net charge	-1

Results of the Mulliken charge analysis, in e, for atoms 1 through 8: atom 1 (C): 0.448, atom 2 (C): 0.494, atom 3 (C): -1.079, atom 4 (C): -0.675, atom 5 (N): -0.688, atom 6 (O): -0.453, atom 7 (S): -0.386, atom 8 (H): 0.375

---

## two
Molecular formula: C4H4NOS
Method: DFT, the ωB97M-V functional and the def2-TZVPD basis

The geometry in XYZ format:
```
11
Properties=species:S:1:pos:R:3
C -0.286 1.590 -0.118
C -1.287 -0.718 0.064
C 1.253 -0.317 0.372
C 0.054 0.203 -0.384
N -0.578 2.707 -0.114
O -1.193 -1.394 1.063
S -2.524 -0.629 -1.083
H 1.535 -1.109 -0.286
H 0.784 -0.728 1.329
H 2.176 0.296 0.637
H 0.066 0.100 -1.481
```

## Properties
lowest unoccupied orbital energy	3.880	eV
molar mass	114.15	g mol⁻¹
frontier orbital gap	7.613	eV
net charge	-1

Results of the Mulliken charge analysis, in e, for atoms 1 through 8: atom 1 (C): 0.122, atom 2 (C): 0.241, atom 3 (C): -1.073, atom 4 (C): 0.215, atom 5 (N): -0.538, atom 6 (O): -0.598, atom 7 (S): -0.502, atom 8 (H): 0.262

---

Energy ordering: two at the bottom, the next structure 44.0 kcal/mol above.